79
Properties=species:S:1:pos:R:3 method="wB97M-V/def2-TZVPD" gap_ha="0.2750 / 0.2337" lumo_ev="-4.50 / -5.63" energy_ev=-89274.701 total_charge=+1 spin_multiplicity=2 de_lowest_kcal_mol=0.0 s_squared=0.7535
H -2.160 4.493 -3.510
C -5.434 3.963 2.364
C -1.823 5.146 2.505
H -5.788 4.720 3.061
C -2.947 3.909 -3.972
H -3.672 5.546 -5.156
O 1.097 -0.348 3.786
H -3.908 0.968 -1.595
N 0.723 -2.905 2.315
H 1.046 2.596 1.243
O 1.512 -3.675 -0.912
N 1.443 -4.710 3.595
H -4.600 0.077 0.272
O -0.367 -2.098 -0.640
C 3.190 1.529 -0.310
C -0.113 1.453 -1.729
H 1.666 2.641 -3.545
Ir 0.353 -0.606 0.434
H -1.671 3.302 -0.324
C -2.096 3.733 0.573
H 0.940 -4.399 4.419
C 2.094 2.334 -2.600
C -3.155 2.576 -3.643
O 0.877 5.906 1.608
C -3.790 -0.243 0.914
H -5.586 2.986 2.828
C -2.837 1.090 -1.664
H -4.074 2.986 0.237
H 2.348 -5.088 3.851
N -4.811 3.866 -5.474
N -1.499 -0.590 1.319
H -5.821 2.086 -5.654
C 1.345 1.679 -1.631
S 0.941 -2.484 -1.451
C 0.959 3.234 3.196
N 1.184 3.454 1.767
H -4.400 0.854 -4.051
H 1.353 4.093 3.739
O 0.679 -2.391 -2.843
H -0.986 -1.367 3.156
H 3.640 1.196 0.617
N -0.665 0.648 -0.808
C 2.643 -2.276 1.585
C -2.470 -0.154 0.496
C 1.691 1.979 3.662
H 4.964 2.463 -1.104
C 1.150 0.664 3.124
C 3.921 2.221 -1.268
H 2.743 2.047 3.367
C -4.999 2.589 -5.157
C -1.292 4.520 1.388
N 2.892 -3.298 2.379
C -2.004 0.517 -0.730
H -3.409 -1.458 3.897
N -4.120 -0.712 2.108
S 0.427 4.690 1.010
N 1.683 -3.620 2.787
C -3.139 -1.098 2.913
H -0.463 2.766 -3.377
H 1.661 1.914 4.749
O 0.724 0.775 1.874
C -1.806 -1.053 2.527
C -0.914 2.096 -2.660
N 3.379 2.603 -2.418
C -3.432 3.565 0.892
C -3.163 4.962 2.817
H -1.196 5.789 3.109
C -3.985 4.168 2.023
O 0.591 4.410 -0.393
H -0.109 3.148 3.429
H -6.057 4.003 1.470
C -4.210 1.901 -4.248
N 1.331 -2.018 1.560
C -3.804 4.505 -4.887
H 3.381 -1.745 1.011
C -2.288 1.894 -2.665
H -3.580 5.459 3.683
O 1.738 -1.219 -0.956
N 1.913 1.261 -0.505

=====

20
Properties=species:S:1:pos:R:3 method="wB97M-V/def2-TZVPD" gap_ha=0.3387 lumo_ev=0.52 energy_ev=-19741.445 smiles=C[C@@H](N)CS.O.O de_lowest_kcal_mol=23.0
H 0.877 0.307 1.729
H 0.218 0.796 -0.535
H -0.025 -1.909 0.170
H -4.820 2.657 -1.850
H -1.593 1.447 6.248
C 1.581 -0.018 0.955
H -0.527 2.516 6.511
H 2.417 0.683 0.957
C 0.067 -1.288 -0.716
H -0.863 -0.903 -1.137
H 1.910 -1.004 1.279
O -4.089 2.938 -1.281
N 1.912 0.257 -1.512
S 0.526 -2.275 -2.208
H 1.715 -2.698 -1.762
C 0.948 -0.008 -0.428
H 2.202 1.224 -1.414
H -3.657 2.079 -1.200
H 2.762 -0.266 -1.343
O -0.655 1.582 6.400

=====

13
Properties=species:S:1:pos:R:3 method="wB97M-V/def2-TZVPD" gap_ha=0.3626 lumo_ev=0.72 energy_ev=-10280.422 de_lowest_kcal_mol=100.9
H -0.496 1.456 1.061
H 2.224 0.426 1.667
H 0.215 0.439 -2.085
H 2.404 -1.410 1.386
H -1.366 0.928 -2.486
O -2.273 0.422 -0.164
H -0.966 -1.714 0.688
C 0.642 -0.578 0.723
O 0.015 1.102 0.316
C -1.164 0.306 -0.599
N -0.286 -1.226 0.113
N -0.773 0.350 -1.911
C 1.825 -0.500 1.291

=====

What did the first record say?
79
Properties=species:S:1:pos:R:3 method="wB97M-V/def2-TZVPD" gap_ha="0.2750 / 0.2337" lumo_ev="-4.50 / -5.63" energy_ev=-89274.701 total_charge=+1 spin_multiplicity=2 de_lowest_kcal_mol=0.0 s_squared=0.7535
H -2.160 4.493 -3.510
C -5.434 3.963 2.364
C -1.823 5.146 2.505
H -5.788 4.720 3.061
C -2.947 3.909 -3.972
H -3.672 5.546 -5.156
O 1.097 -0.348 3.786
H -3.908 0.968 -1.595
N 0.723 -2.905 2.315
H 1.046 2.596 1.243
O 1.512 -3.675 -0.912
N 1.443 -4.710 3.595
H -4.600 0.077 0.272
O -0.367 -2.098 -0.640
C 3.190 1.529 -0.310
C -0.113 1.453 -1.729
H 1.666 2.641 -3.545
Ir 0.353 -0.606 0.434
H -1.671 3.302 -0.324
C -2.096 3.733 0.573
H 0.940 -4.399 4.419
C 2.094 2.334 -2.600
C -3.155 2.576 -3.643
O 0.877 5.906 1.608
C -3.790 -0.243 0.914
H -5.586 2.986 2.828
C -2.837 1.090 -1.664
H -4.074 2.986 0.237
H 2.348 -5.088 3.851
N -4.811 3.866 -5.474
N -1.499 -0.590 1.319
H -5.821 2.086 -5.654
C 1.345 1.679 -1.631
S 0.941 -2.484 -1.451
C 0.959 3.234 3.196
N 1.184 3.454 1.767
H -4.400 0.854 -4.051
H 1.353 4.093 3.739
O 0.679 -2.391 -2.843
H -0.986 -1.367 3.156
H 3.640 1.196 0.617
N -0.665 0.648 -0.808
C 2.643 -2.276 1.585
C -2.470 -0.154 0.496
C 1.691 1.979 3.662
H 4.964 2.463 -1.104
C 1.150 0.664 3.124
C 3.921 2.221 -1.268
H 2.743 2.047 3.367
C -4.999 2.589 -5.157
C -1.292 4.520 1.388
N 2.892 -3.298 2.379
C -2.004 0.517 -0.730
H -3.409 -1.458 3.897
N -4.120 -0.712 2.108
S 0.427 4.690 1.010
N 1.683 -3.620 2.787
C -3.139 -1.098 2.913
H -0.463 2.766 -3.377
H 1.661 1.914 4.749
O 0.724 0.775 1.874
C -1.806 -1.053 2.527
C -0.914 2.096 -2.660
N 3.379 2.603 -2.418
C -3.432 3.565 0.892
C -3.163 4.962 2.817
H -1.196 5.789 3.109
C -3.985 4.168 2.023
O 0.591 4.410 -0.393
H -0.109 3.148 3.429
H -6.057 4.003 1.470
C -4.210 1.901 -4.248
N 1.331 -2.018 1.560
C -3.804 4.505 -4.887
H 3.381 -1.745 1.011
C -2.288 1.894 -2.665
H -3.580 5.459 3.683
O 1.738 -1.219 -0.956
N 1.913 1.261 -0.505